No. 1
C19H20N3O4Pd as an isolated structure at a distorted geometry. Source: OMol25; level of theory: ωB97M-V/def2-TZVPD.

Kohn-Sham gap (eV): 6.993
E_LUMO (eV): -4.374
Total charge: +1
E_HOMO (eV): -11.4
E (eV): -36160.5245

The geometry in XYZ format:
```
47
Properties=species:S:1:pos:R:3:mulliken_charge:R:1
Pd -0.2903 -0.0314 0.2582 -0.09
O -0.4473 -0.1516 -1.7201 -0.31
C -0.4006 0.8928 -2.5192 0.52
C -0.3723 0.6115 -3.8995 -0.81
C -0.3503 1.6195 -4.8295 -0.42
C -0.3576 2.9704 -4.4479 -0.81
C -0.3799 3.2712 -3.1173 -0.95
C -0.4010 2.2595 -2.1244 0.97
C -0.4331 2.7085 -0.7726 -0.23
N -0.4850 1.9736 0.2819 0.29
C -0.4671 2.5402 1.6427 -0.77
C -0.7688 1.4184 2.6422 -0.80
N 0.0420 0.3036 2.1917 0.29
C 0.8156 -0.4415 2.9021 -0.22
C 1.8524 -1.2235 2.3302 0.84
C 2.6032 -2.0953 3.1435 -0.68
C 3.7191 -2.7194 2.6563 -0.77
C 4.1245 -2.4513 1.3416 -0.44
C 3.4231 -1.5919 0.5272 -0.57
C 2.2578 -0.9723 0.9935 0.70
O 1.6553 -0.1197 0.1727 -0.67
H -0.3576 -0.4286 -4.1951 0.48
H -0.3211 1.3629 -5.8808 0.42
H -0.3416 3.7520 -5.1931 0.42
H -0.3809 4.3055 -2.7940 0.37
H -0.4409 3.7891 -0.6238 0.36
H 0.5315 2.9320 1.8450 0.35
H -1.1887 3.3538 1.7281 0.51
H -0.4861 1.7337 3.6476 0.47
H -1.8255 1.1434 2.6531 0.17
H 0.7565 -0.3592 3.9872 0.47
H 2.2779 -2.2658 4.1628 0.41
H 4.2858 -3.4004 3.2741 0.42
H 5.0095 -2.9362 0.9502 0.40
H 3.7370 -1.3902 -0.4871 0.48
N -2.3886 -0.0853 0.1679 -0.34
C -2.9575 -1.4450 0.3541 -0.62
C -2.2929 -2.4093 -0.6167 -0.56
C -0.9354 -2.8768 -0.1207 0.60
O -0.5699 -4.0154 -0.2138 -0.59
O -0.1981 -1.9758 0.5316 -0.32
H -2.8475 0.6049 0.7542 0.35
H -2.5307 0.1976 -0.8009 0.32
H -4.0357 -1.4045 0.1941 0.46
H -2.7748 -1.7426 1.3864 0.32
H -2.1523 -1.9232 -1.5856 0.23
H -2.9123 -3.2882 -0.7781 0.35
```

---

No. 2
One molecule with the formula C4H2OS at a distorted geometry. Source: OMol25; level of theory: ωB97M-V/def2-TZVPD.

Kohn-Sham gap (eV): 7.608
E_LUMO (eV): -2.019
Total charge: 0
Energy relative to the best compared isomer or geometry (same formula, charge and spin) (kJ/mol): 47.71
E_HOMO (eV): -9.6
E (eV): -17059.2811

The geometry in XYZ format:
```
8
Properties=species:S:1:pos:R:3:mulliken_charge:R:1
C 0.3458 0.2439 -1.4627 -0.36
C 0.6663 -0.2360 -0.1562 0.65
C -0.2160 0.0197 1.0184 -0.29
C -0.9271 -0.1476 2.0201 -0.14
H 1.0899 -0.0624 -2.3117 0.30
H -1.7675 -0.2226 2.6771 0.39
O 1.6240 -0.9021 0.1028 -0.43
S -0.8153 1.3071 -1.8878 -0.13
```

---

No. 3
C6H10O as an isolated structure. Source: OMol25; level of theory: ωB97M-V/def2-TZVPD.

Kohn-Sham gap (eV): 10.423
E_LUMO (eV): 1.136
Total charge: 0
Energy relative to the best compared isomer or geometry (same formula, charge and spin) (kJ/mol): 454.83
E_HOMO (eV): -9.3
E (eV): -8426.5263

The geometry in XYZ format:
```
17
Properties=species:S:1:pos:R:3:mulliken_charge:R:1
C 0.3361 -1.0788 1.6004 -0.62
C -0.2958 -1.8681 0.4819 -0.57
C -0.1124 -0.4066 0.3163 0.49
C -0.8491 0.8609 0.3634 -0.03
C 0.1864 0.6448 -0.7372 -0.52
C -1.0223 0.9881 -1.6251 -0.52
O -1.9432 0.9339 -0.5271 -0.44
H -0.3326 -0.8558 2.4372 0.23
H 1.3466 -1.3108 1.9277 0.31
H 0.4256 -2.4597 -0.0826 0.21
H -1.2720 -2.3258 0.5831 0.26
H 2.2431 0.7555 0.8354 -0.11
H -0.8232 1.5292 1.2195 0.34
H 2.2467 1.4048 0.4801 0.13
H 1.1658 1.0073 -1.0079 0.30
H -0.9392 2.0432 -1.9323 0.24
H -1.3283 0.3970 -2.4914 0.29
```

---

No. 4
A 2-piece molecular cluster, C2H6N3 overall at a distorted geometry. Source: OMol25; level of theory: ωB97M-V/def2-TZVPD.

Kohn-Sham gap (eV): 9.073
E_LUMO (eV): -5.115
Total charge: +1
Energy relative to the best compared isomer or geometry (same formula, charge and spin) (kJ/mol): 327.39
E_HOMO (eV): -14.2
E (eV): -6631.6935

The geometry in XYZ format:
```
11
Properties=species:S:1:pos:R:3:mulliken_charge:R:1
C -0.0344 -0.0117 -0.4905 0.05
C -0.4428 0.7860 1.8696 0.22
N 0.4432 0.7206 -1.4638 -0.34
N -0.3070 -1.2241 -0.8692 -0.37
N 0.2184 0.1317 2.6096 -0.22
H -0.9467 1.7132 1.7883 0.37
H 0.4995 0.3623 -2.4233 0.20
H -0.4556 -1.9943 -0.1205 0.27
H -0.2233 -1.6111 -1.8784 0.22
H 0.8250 -0.6059 2.3289 0.35
H 0.4236 1.7333 -1.3508 0.25
```

---

No. 5
One molecule with the formula C3H3N3O5S at a distorted geometry. Source: OMol25; level of theory: ωB97M-V/def2-TZVPD.

Kohn-Sham gap (eV): 7.866
E_LUMO (eV): -2.429
Total charge: 0
Energy relative to the best compared isomer or geometry (same formula, charge and spin) (kJ/mol): 89.88
E_HOMO (eV): -10.3
E (eV): -28693.4337

The geometry in XYZ format:
```
15
Properties=species:S:1:pos:R:3:mulliken_charge:R:1
C 1.3177 -2.5887 -0.5496 0.19
C -0.1059 0.3898 0.2758 -0.84
C 0.3608 -2.4222 -1.5508 0.43
N 2.1249 -2.7670 0.2236 -0.42
N -0.6385 -3.3495 -1.6126 -0.06
N 0.7077 -1.5946 -2.7112 0.98
O 0.6096 -0.4144 -2.4875 -0.52
O -1.2832 -3.4939 -2.6382 -0.34
O 0.9954 -2.1096 -3.7612 -0.53
O -1.5965 -1.7392 0.6412 -0.52
O -1.8481 -0.9349 -1.6657 -0.51
S -1.0541 -1.0797 -0.5131 1.09
H 0.2166 -0.1103 1.1616 0.38
H 0.8603 0.6532 -0.2111 0.33
H -0.7091 1.3352 0.4599 0.35
```

---

No. 6
A 12-piece molecular cluster, C27H78O21 overall at a distorted geometry. Source: OMol25; level of theory: ωB97M-V/def2-TZVPD.

Kohn-Sham gap (eV): 9.717
E_LUMO (eV): 0.147
Total charge: 0
Energy relative to the best compared isomer or geometry (same formula, charge and spin) (kJ/mol): 150.43
E_HOMO (eV): -9.6
E (eV): -72255.8109

The geometry in XYZ format:
```
126
Properties=species:S:1:pos:R:3:mulliken_charge:R:1
C -1.2992 5.3895 3.6575 -0.52
C -2.2532 4.2518 3.2169 -0.18
O -1.7256 3.0093 3.0405 -0.48
O -0.5436 5.8002 2.5790 -0.64
H -0.6570 5.0260 4.4597 0.20
H -1.9525 6.1929 3.9979 0.42
H -2.6790 4.5321 2.2535 0.06
H -3.1340 4.0375 3.8221 0.44
H -1.0778 2.9076 2.3392 0.09
H 0.2096 5.2123 2.4861 0.29
C -4.8922 0.6633 2.3478 -0.94
C -4.0838 1.3724 1.2326 0.44
O -4.3660 0.6786 0.0052 -0.50
O -6.3028 0.9360 2.3696 -0.56
H -4.4542 1.0803 3.2546 0.47
H -4.7617 -0.4186 2.3232 0.23
H -3.0309 1.2552 1.4892 -0.32
H -4.2657 2.4470 1.2179 0.53
H -5.2293 0.9737 -0.2934 0.24
H -6.4351 1.7928 2.7819 0.34
C -2.3093 -4.2039 0.8289 -0.24
C -2.7771 -3.2750 1.9881 -0.49
O -1.8147 -2.2051 2.0465 -0.44
O -2.6903 -3.6543 -0.4610 -0.59
H -2.8073 -5.1705 0.9044 0.46
H -1.2225 -4.2810 0.8596 -0.09
H -2.8091 -3.9119 2.8721 0.48
H -3.8008 -2.9157 1.8831 0.21
H -2.0728 -1.4719 2.6099 0.15
H -2.3634 -2.7558 -0.3751 -0.07
C 1.0011 -2.3336 -3.7496 0.32
C -0.4305 -2.7903 -3.7409 -0.16
O -0.6311 -3.8091 -4.6905 -0.59
O 1.8535 -3.3451 -3.1923 -0.60
H 1.0947 -1.4438 -3.1270 -0.21
H 1.3777 -1.9748 -4.7075 0.40
H -1.0988 -1.9660 -3.9898 0.24
H -0.7170 -3.0827 -2.7307 0.08
H -0.1772 -4.5929 -4.3723 0.35
H 2.7364 -3.0412 -2.9694 0.29
C 1.4332 2.7837 1.1679 0.33
C 1.7243 3.1137 2.6732 -0.51
O 1.8804 4.5353 2.7560 -0.62
O 0.1260 3.3031 0.8617 -0.20
H 1.4276 1.7026 1.0295 -0.28
H 2.1938 3.2558 0.5459 0.23
H 2.6106 2.6290 3.0826 0.50
H 0.8763 2.8391 3.3005 0.33
H 2.1673 4.7694 3.6417 0.31
H 0.2255 4.2148 0.5780 0.25
C 1.7985 -4.3608 2.2053 0.92
C 2.1011 -5.7252 2.9086 -0.84
O 1.4341 -6.8097 2.3243 -0.55
O 2.6206 -4.2213 1.1047 -0.40
H 2.0107 -3.5418 2.8925 -0.03
H 0.7392 -4.3224 1.9513 -0.54
H 1.8726 -5.6733 3.9731 0.33
H 3.1758 -5.8952 2.8429 0.37
H 2.0835 -7.4763 2.0885 0.33
H 2.0178 -4.5044 0.4133 0.24
C -4.3822 -1.6500 -3.2354 0.51
C -5.1829 -2.0344 -1.9777 -0.14
O -6.5329 -1.6256 -2.0269 -0.58
O -4.5255 -2.4686 -4.3678 -0.58
H -3.3275 -1.7163 -2.9686 -0.25
H -4.7039 -0.6477 -3.5185 0.14
H -4.6915 -1.7339 -1.0522 -0.12
H -5.2177 -3.1118 -1.8165 0.33
H -6.6442 -0.6889 -1.8481 0.32
H -3.8509 -2.2985 -5.0293 0.33
C 4.2667 -1.7417 -1.3692 0.56
C 4.9780 -3.0811 -1.0300 -0.53
O 5.0311 -3.2932 0.3647 -0.49
O 4.1189 -1.4529 -2.7087 -0.72
H 4.9428 -1.0178 -0.9142 0.18
H 3.2994 -1.5612 -0.9003 -0.14
H 5.9878 -3.1537 -1.4338 0.35
H 4.2984 -3.8212 -1.4527 0.23
H 4.1225 -3.3646 0.6664 0.28
H 3.8348 -0.5425 -2.8187 0.31
C -1.0370 0.1650 -0.3677 -0.42
C 0.2181 -0.6436 -0.4060 0.19
O 0.5270 -1.2929 0.8427 0.22
O -2.1508 -0.7581 -0.4292 1.23
H -1.0856 0.7712 -1.2723 -0.04
H -1.0465 0.8062 0.5136 0.09
H 1.0588 -0.0175 -0.7049 -0.47
H 0.1593 -1.5380 -1.0262 0.19
H -0.2530 -1.6980 1.2288 -0.29
H -2.9277 -0.2387 -0.2097 -0.26
C 3.7379 1.5369 -1.5910 -1.22
C 3.2415 2.1612 -2.8880 1.56
C 4.0990 3.3509 -3.2721 -1.70
O 3.1991 1.1216 -3.8422 -0.58
H 3.7382 2.2169 -0.7391 0.60
H 4.7942 1.2961 -1.7109 0.42
H 3.0562 0.7699 -1.2233 -0.24
H 2.2241 2.5151 -2.7216 -0.18
H 4.2880 3.9994 -2.4166 0.36
H 3.6513 3.9595 -4.0578 0.42
H 5.0954 3.0061 -3.5483 0.39
H 2.7196 1.3956 -4.6274 0.33
C 5.1257 -0.3746 2.5492 -1.76
C 3.6862 -0.9272 2.3601 1.85
C 2.7642 -0.6504 3.5443 -1.15
O 3.1545 -0.2769 1.2023 0.38
H 5.8285 -0.6880 1.7773 0.33
H 5.5597 -0.5370 3.5358 0.42
H 5.2435 0.7089 2.5391 0.31
H 3.7493 -1.9902 2.1274 -0.66
H 1.8193 -1.1927 3.5120 0.13
H 2.6253 0.4184 3.7071 0.06
H 3.2461 -0.8788 4.4950 0.47
H 2.3828 -0.7981 0.9692 -0.22
C -3.2040 3.8802 -0.9231 -0.78
C -2.5365 4.6188 -2.0799 0.33
C -1.5130 3.7352 -2.7603 -0.99
O -3.5771 4.9754 -2.9992 -0.59
H -3.9317 3.1633 -1.3034 0.36
H -3.7559 4.6459 -0.3779 0.34
H -2.5102 3.3470 -0.2732 0.02
H -2.0990 5.5859 -1.8323 0.29
H -0.6843 3.4311 -2.1208 -0.03
H -1.1941 4.1763 -3.7047 0.42
H -2.0175 2.8182 -3.0649 0.31
H -3.2164 5.3989 -3.7816 0.31
```